No. 1
{"formula": "H37O19", "method": "ωB97M-V with the def2-TZVPD basis set", "total_charge": -1, "e_homo_ev": -7.004, "elements": ["O", "H", "H", "O", "H", "H", "O", "H", "H", "O", "H", "H", "O", "H", "H", "O", "H", "H", "O", "H", "H", "O", "H", "O", "H", "H", "O", "H", "H", "O", "H", "H", "O", "H", "H", "O", "H", "H", "O", "H", "H", "O", "H", "H", "O", "H", "H", "O", "H", "H", "O", "H", "H", "O", "H", "H"], "xyz": [[-3.405762, -1.267010, -2.940193], [-3.142381, -0.339704, -2.864047], [-2.833494, -1.484885, -3.672886], [3.798829, -1.993672, -1.798304], [-0.717471, -2.331075, 2.611477], [2.952600, -2.451287, -1.888737], [2.318223, 1.943595, 0.017584], [-0.898319, 1.275326, -3.382232], [1.955601, 1.354318, -0.796358], [-0.812484, -1.613060, -2.333981], [-0.996393, -2.413324, -2.823009], [0.125257, -1.387866, -2.325775], [-3.368009, 2.422636, -0.859064], [-4.317384, 2.522874, -0.945474], [0.389689, 0.251671, 2.217611], [0.434326, -4.208902, -1.074091], [-0.383822, -3.697719, -1.098247], [0.992086, -3.609292, -0.562028], [1.904297, 0.505661, -2.007169], [-3.243296, 1.768688, -0.154114], [2.693988, 0.856020, -2.425318], [-0.205050, 0.695190, -3.690188], [-2.274027, 0.989297, 1.261279], [4.558083, 0.315433, 1.932627], [4.226461, 0.515934, 1.058028], [3.978499, 0.933907, 2.397505], [-4.796844, -0.950850, 0.085971], [-4.303304, -1.242320, -0.676853], [-4.298333, -0.412641, 0.694010], [0.160603, -0.243851, -0.081673], [-0.500590, -0.220413, -0.786181], [1.003338, -0.200041, -0.574991], [1.939013, -2.640558, 1.375901], [2.994518, 2.390042, -0.496702], [2.311887, -1.870495, 1.810567], [1.253171, 0.582773, 2.488902], [1.065577, 3.510760, -2.297864], [0.608231, 0.743093, -3.125104], [-2.981228, 1.415144, 1.748476], [1.770953, 0.649989, 1.677612], [2.193759, -3.388405, 1.905347], [-1.914242, -1.939046, 0.599593], [-2.490920, -2.390953, -0.001500], [-1.020686, -1.676477, 0.349659], [0.146172, 3.264134, -2.189338], [-0.388480, 4.025152, -2.428619], [-3.153998, 2.327849, 1.512410], [0.688913, 4.271657, 1.828625], [0.035167, 3.768163, 2.328851], [0.921362, 3.598738, 1.170497], [-0.317956, -2.691503, 3.410753], [-0.522205, -2.081706, 4.120424], [3.515723, -1.165680, -2.217627], [0.475942, 1.175295, 4.963036], [1.311806, 0.673468, 4.976574], [0.562580, 1.165910, 3.974334]], "atomic_forces_ev_per_a": [[-0.4, 0.6, -0.1], [-0.2, 0.0, 0.5], [0.2, -0.6, -0.3], [-0.6, 0.2, -0.6], [-0.1, 0.0, -0.1], [0.2, -0.4, 0.3], [-0.4, -0.4, -0.6], [0.4, 0.4, 0.5], [0.3, 0.3, 0.6], [-0.4, 0.0, 0.8], [0.6, -0.1, -0.2], [0.1, -0.3, -0.6], [0.3, 0.0, 0.0], [-0.2, -0.1, 0.0], [0.2, -0.2, -0.4], [-0.1, 0.3, 0.0], [-0.1, -0.1, 0.0], [0.3, -0.1, 0.3], [-0.2, -0.2, -0.1], [-0.3, 0.1, -0.5], [0.1, -0.1, -0.1], [0.1, -0.5, -1.0], [0.5, 0.4, -0.2], [-0.5, 0.5, 0.3], [0.1, -0.3, -0.9], [0.2, -0.1, 0.6], [-1.5, -0.3, 0.1], [0.6, 0.3, -0.1], [0.8, 0.1, 0.0], [-0.3, -0.2, 0.2], [0.0, 0.2, 0.0], [0.0, 0.1, -0.1], [-0.2, 0.2, -0.8], [0.4, 0.4, 0.4], [0.1, 0.2, 0.1], [0.0, -0.3, 0.2], [0.1, 0.1, 0.0], [-0.4, 0.3, 0.3], [-0.8, -0.8, 0.7], [-0.2, 0.4, -0.3], [0.1, -0.3, 0.4], [-0.2, 0.6, 2.1], [0.5, -0.2, -0.9], [0.0, -0.3, -1.0], [-0.4, -0.1, 0.1], [0.1, 0.1, 0.0], [0.7, 0.1, -0.2], [-0.3, -0.6, -0.1], [0.0, 0.3, 0.3], [0.5, 0.1, -0.2], [0.1, -0.2, 0.1], [-0.1, 0.2, 0.0], [0.2, 0.3, 0.3], [1.1, -0.7, -1.4], [-0.2, 0.1, 1.2], [-0.9, 0.8, 0.6]]}



No. 2
{"formula": "H37O19", "method": "ωB97M-V with the def2-TZVPD basis set", "total_charge": -1, "e_homo_ev": -7.775, "elements": ["O", "H", "H", "O", "H", "H", "O", "H", "H", "O", "H", "H", "O", "H", "H", "O", "H", "H", "O", "H", "H", "O", "H", "O", "H", "H", "O", "H", "H", "O", "H", "H", "O", "H", "H", "O", "H", "H", "O", "H", "H", "O", "H", "H", "O", "H", "H", "O", "H", "H", "O", "H", "H", "O", "H", "H"], "xyz": [[3.303086, 3.824826, 0.196567], [3.487051, 3.400428, -0.651228], [2.796695, 3.098998, 0.577319], [0.371317, 0.097640, 0.365908], [-0.848637, -0.868861, 1.550989], [0.682841, 0.674521, 1.070132], [-2.449470, 1.704711, 2.603270], [-0.881519, 1.021005, 0.120698], [-3.054770, 1.404423, 3.302910], [-3.420429, -3.689595, 1.259540], [-2.925054, -4.311501, 0.725309], [-2.857425, -2.975812, 1.582110], [1.044663, -4.218015, 0.424361], [0.081539, -4.228904, 0.399506], [1.242353, -3.357057, 0.041481], [-1.421868, -2.912632, -3.827022], [-0.623040, -3.247807, -3.406469], [-1.179929, -1.984779, -3.883227], [2.018146, -2.313764, 2.719562], [2.137044, -3.255733, 2.838701], [1.493818, -2.081235, 1.957346], [-1.547116, 1.556605, -0.428495], [-1.859565, 0.087048, 2.208504], [-1.137683, 1.135170, -3.147802], [-1.020271, 0.181831, -3.246301], [-0.815638, 1.541242, -2.330911], [4.459297, 0.240381, -2.020582], [4.303869, -0.676220, -1.786617], [4.210647, 0.861742, -1.334818], [-3.600111, -0.652033, -0.122790], [-3.691263, -0.126971, 0.670195], [-3.060526, -1.436881, -0.009325], [1.261429, 1.779838, 3.607282], [-2.446140, 2.614465, 2.932242], [0.842142, 1.338759, 2.865167], [1.922647, 1.812351, -1.232917], [1.387343, 1.199020, -0.677901], [-2.179435, 0.897793, -0.747077], [-1.666609, -0.851083, 2.073661], [1.752097, 1.402027, -2.089794], [0.985786, 2.695598, 3.496868], [-1.650485, 4.089674, -0.760499], [-2.065096, 3.193326, -0.594591], [-1.002384, 3.748632, -1.385359], [-0.324051, 3.522601, 2.025842], [-0.828809, 2.888948, 2.534523], [-0.542136, 3.647347, 1.095808], [0.607415, -1.165324, -3.111969], [1.143877, -0.965627, -3.873248], [1.014060, -1.017707, -2.263126], [-0.772427, -1.675450, -1.013926], [-0.081329, -1.095149, -0.610578], [-1.443534, -1.004482, -1.182515], [3.173069, -1.990236, -0.093325], [3.390133, -1.888827, 0.837215], [2.284373, -1.669282, -0.250597]], "atomic_forces_ev_per_a": [[0.2, -0.5, -0.1], [0.0, 0.4, -0.2], [-0.2, 0.3, 0.4], [0.7, 0.3, 0.6], [0.0, 0.3, -0.2], [0.4, -0.2, 0.0], [-1.1, 0.7, 1.4], [-0.1, 0.1, -0.8], [0.1, -0.9, -0.3], [-0.6, 0.0, 0.2], [0.4, 0.3, 0.0], [0.4, -0.1, -0.1], [-0.3, 0.1, 0.1], [0.0, -0.1, 0.0], [0.3, -0.2, -0.1], [0.0, -0.2, -0.3], [-0.1, -0.1, 0.2], [-0.2, 0.1, 0.1], [0.8, 0.9, 0.9], [-0.5, -0.2, -0.7], [-0.4, -0.6, -0.2], [-0.2, -0.5, 0.3], [0.4, -0.3, -0.2], [-0.6, 0.7, -1.2], [0.6, 0.5, 0.9], [-0.1, -1.1, 0.2], [0.6, 0.2, -1.2], [-0.3, 0.2, 0.8], [-0.4, -0.5, 0.4], [-0.6, 0.4, -1.5], [0.5, -0.5, 0.4], [0.0, 0.1, 0.8], [0.0, 0.0, 0.3], [0.3, 0.5, -0.8], [0.0, -0.1, 0.1], [-0.4, -0.6, -0.2], [0.0, 0.1, 0.4], [-0.2, 0.1, 0.2], [-0.3, -0.5, 0.4], [0.3, 0.4, -0.3], [0.2, 0.1, -0.2], [-0.5, -1.0, 0.1], [0.4, 1.1, 0.3], [0.4, 0.5, -0.2], [1.1, 0.8, 0.9], [-0.2, -0.2, -1.1], [-0.8, -0.4, -0.2], [-0.8, -0.5, -0.8], [0.9, 0.3, 0.2], [0.5, 0.2, -0.1], [0.2, -0.1, 0.3], [-0.6, -0.3, 0.4], [-0.2, -0.2, -0.2], [0.5, -0.4, -0.8], [-0.4, 0.1, 0.3], [-0.1, 0.6, 0.5]]}



No. 3
{"formula": "H38O19", "method": "ωB97M-V with the def2-TZVPD basis set", "total_charge": 0, "e_homo_ev": -10.896, "elements": ["O", "H", "H", "O", "H", "H", "O", "H", "H", "O", "H", "H", "O", "H", "H", "O", "H", "H", "O", "H", "H", "O", "H", "H", "O", "H", "H", "O", "H", "H", "O", "H", "H", "O", "H", "H", "O", "H", "H", "O", "H", "H", "O", "H", "H", "O", "H", "H", "O", "H", "H", "O", "H", "H", "O", "H", "H"], "xyz": [[2.819872, 1.478956, -1.538316], [3.484137, 0.727097, -1.800435], [2.006901, 1.046105, -1.261839], [4.277896, -0.495380, -2.069029], [4.270019, -0.517869, -1.105350], [3.780101, -1.254160, -2.515069], [-2.366575, -2.428947, 0.595107], [-1.975113, -1.842683, -0.080940], [-2.154219, -2.120444, 1.488776], [0.463200, 2.155821, 0.728644], [1.301060, 1.851561, 1.103908], [0.764306, 2.362401, -0.163081], [2.847603, -2.377225, -2.846545], [2.138746, -2.627929, -3.457528], [2.381562, -2.598506, -2.023420], [-1.018872, 0.884293, 3.414898], [-1.457809, 1.313135, 2.667767], [-1.469541, 1.212028, 4.199135], [-4.246410, -0.372694, -0.356629], [-4.772232, 0.025444, -1.061677], [-3.358028, -0.254630, -0.704394], [-1.039106, -0.872731, -1.246798], [-0.373074, -1.324603, -1.816542], [-1.694027, -0.404650, -1.776725], [-0.959106, -0.892270, 5.181049], [-1.921192, -0.901787, 5.097777], [-0.815379, -1.365650, 4.355333], [2.712313, -1.415075, 0.585383], [3.317878, -1.357132, 1.335192], [1.877711, -1.180059, 1.009745], [-0.563617, -4.757502, 0.234679], [-1.146164, -3.979432, 0.264288], [-0.646115, -5.025958, -0.685947], [2.738682, 3.613302, 1.064748], [2.355156, 4.281652, 1.640537], [2.522906, 3.902627, 0.173761], [-0.235355, 3.524863, -3.075977], [-0.548378, 3.134365, -2.242151], [0.564601, 3.952240, -2.741553], [1.800380, 0.494108, 4.892570], [1.416898, 1.333956, 4.647464], [1.189904, -0.244231, 4.866603], [-1.777711, 1.477183, -2.144735], [-0.996691, 1.105491, -2.587651], [-1.427529, 1.335212, -1.247319], [-4.177925, 2.385641, 0.744147], [-5.077683, 2.059381, 0.676911], [-3.615375, 1.623539, 0.887335], [1.531126, 0.692192, -3.681632], [1.527274, 0.979508, -4.600172], [2.391514, 0.937895, -3.268687], [0.157257, -1.540656, -3.435013], [0.815965, -0.862379, -3.709333], [-0.646005, -1.442764, -3.953225], [-2.639273, -1.791299, 3.217484], [-3.336999, -1.835232, 2.547221], [-2.392872, -0.851707, 3.240342]], "atomic_forces_ev_per_a": [[0.6, 0.0, -0.2], [-1.1, 0.9, 0.3], [0.2, -0.3, 0.0], [0.6, 0.2, -0.6], [-0.1, -1.0, -0.1], [0.5, 0.9, 1.1], [-0.1, -0.4, -0.2], [0.2, -0.1, 0.5], [0.6, -0.1, -0.5], [-0.2, -0.6, -0.4], [-0.1, 0.2, 0.4], [-0.2, 0.2, 0.0], [-1.4, -1.3, 0.1], [0.3, 0.3, -0.5], [0.6, 0.2, 0.3], [-0.5, 0.2, -0.9], [0.3, 0.3, 0.0], [0.1, 0.0, 0.1], [-0.1, 0.2, -0.3], [-0.2, 0.0, 0.2], [0.1, -0.2, 0.2], [0.2, -0.5, 1.1], [-0.8, 0.5, -0.2], [0.4, -0.3, -0.5], [-0.5, -0.6, 0.1], [-0.1, 0.1, 0.9], [0.8, -0.2, 0.0], [0.0, 0.2, 0.3], [0.2, -0.1, -0.2], [-0.2, -0.1, -0.3], [-0.1, 0.3, -0.4], [-0.1, 0.0, 0.4], [0.1, -0.2, 0.1], [0.3, 0.1, 0.1], [0.0, 0.0, 0.0], [0.1, 0.0, -0.1], [0.6, 0.1, 1.0], [-0.6, 0.0, -0.7], [0.1, 0.2, -0.6], [1.4, -0.2, 0.2], [-0.7, -0.3, -0.2], [-0.7, 0.6, 0.0], [0.7, -0.5, 0.6], [-0.1, 0.4, -0.8], [-0.6, 0.4, 0.3], [0.2, 0.7, 0.1], [0.1, -0.3, 0.0], [-0.3, -0.3, -0.1], [0.2, -0.3, -0.4], [0.2, 0.3, 0.1], [-0.7, 0.2, -0.2], [0.4, -0.7, -0.3], [-0.3, 0.3, 0.2], [0.1, 0.0, -0.2], [-0.2, 0.5, -0.2], [-0.3, -0.1, 0.4], [0.0, 0.0, -0.2]]}



| no. | gap between HOMO and LUMO (eV) |
| --- | --- |
| 1 | 9.26 |
| 2 | 9.77 |
| 3 | 10.52 |